[1]
{"formula": "C26H19BF4GeNO4Re", "method": "ωB97M-V/def2-TZVPD", "symbols": ["Re", "O", "C", "O", "C", "C", "C", "C", "C", "N", "C", "O", "O", "H", "H", "H", "H", "F", "B", "F", "F", "F", "C", "Ge", "C", "C", "C", "C", "C", "C", "C", "C", "C", "C", "C", "C", "C", "C", "C", "C", "C", "C", "H", "H", "H", "H", "H", "H", "H", "H", "H", "H", "H", "H", "H", "H", "H"], "xyz": [[-0.0879, -0.3287, 1.4126], [-3.7065, 1.6415, 1.5406], [-2.4954, 1.3072, 1.3553], [-1.9104, 0.3935, 1.9962], [-1.6778, 2.0264, 0.3565], [-1.9714, 3.1608, -0.3649], [-0.9678, 3.6777, -1.1922], [0.2726, 3.0609, -1.2618], [0.4740, 1.9141, -0.5077], [-0.4871, 1.4236, 0.2573], [1.7365, 1.1021, -0.3926], [2.7740, 1.3281, -0.8978], [1.4656, 0.0116, 0.3912], [-4.2269, 0.9652, 2.0443], [-2.9398, 3.6346, -0.2777], [-1.1579, 4.5747, -1.7666], [1.0791, 3.4483, -1.8707], [0.2199, -1.3428, 2.9337], [2.2932, -0.4708, 4.1046], [1.8711, 0.6038, 3.4089], [3.0130, -1.3605, 3.4670], [1.9411, -0.6220, 5.3491], [-0.8526, -1.4725, 0.4291], [-2.1758, -2.4592, -0.7795], [-1.5486, -1.8665, -2.4950], [-1.6341, -0.5221, -2.8684], [-1.1065, -0.0969, -4.0776], [-0.4867, -1.0117, -4.9207], [-0.3900, -2.3460, -4.5540], [-0.9140, -2.7743, -3.3414], [-3.7182, -1.5126, -0.0534], [-4.0628, -1.7381, 1.2822], [-5.1996, -1.1547, 1.8335], [-6.0159, -0.3485, 1.0413], [-5.6879, -0.1234, -0.2913], [-4.5448, -0.6977, -0.8328], [-1.9831, -4.2944, -0.2715], [-2.5659, -5.2787, -1.0717], [-2.4608, -6.6135, -0.7104], [-1.7775, -6.9693, 0.4442], [-1.1971, -5.9945, 1.2438], [-1.2996, -4.6581, 0.8885], [-2.1324, 0.1986, -2.2250], [-1.1912, 0.9404, -4.3758], [-0.0825, -0.6824, -5.8685], [0.0929, -3.0553, -5.2123], [-0.8266, -3.8177, -3.0627], [-3.4602, -2.3946, 1.9026], [-5.4755, -1.3719, 2.8579], [-6.9196, 0.0796, 1.4562], [-6.3364, 0.4801, -0.9130], [-4.3240, -0.5429, -1.8825], [-3.1018, -5.0183, -1.9778], [-2.9106, -7.3759, -1.3318], [-1.6943, -8.0117, 0.7206], [-0.6615, -6.2755, 2.1404], [-0.8332, -3.9092, 1.5209]], "atomic_forces_ev_per_a": [[0.204, -0.131, 0.052], [-0.064, 0.011, 0.041], [0.158, -0.114, 0.047], [-0.017, 0.186, 0.003], [-0.010, 0.018, -0.023], [-0.023, -0.022, 0.001], [-0.024, 0.021, -0.004], [0.025, -0.018, 0.028], [-0.009, 0.046, -0.010], [-0.159, 0.011, 0.175], [0.041, -0.197, -0.201], [-0.012, 0.083, 0.012], [0.024, -0.093, 0.271], [0.040, 0.031, -0.031], [0.002, 0.008, 0.001], [-0.004, -0.002, -0.002], [0.004, -0.009, -0.001], [-0.120, -0.062, -0.039], [0.037, -0.202, -0.023], [-0.088, 0.090, -0.027], [0.037, 0.084, -0.010], [0.000, 0.163, -0.020], [0.047, 0.227, -0.116], [0.020, -0.100, -0.055], [0.017, -0.013, -0.010], [0.000, 0.026, -0.004], [-0.009, -0.005, 0.019], [0.007, -0.008, -0.005], [-0.002, 0.010, 0.000], [-0.012, 0.007, -0.036], [-0.120, 0.013, 0.080], [0.044, 0.007, 0.036], [0.012, -0.012, -0.029], [-0.006, 0.000, -0.026], [-0.003, -0.005, 0.014], [0.005, -0.006, -0.069], [-0.041, -0.012, -0.067], [0.012, -0.028, 0.021], [-0.005, 0.002, -0.013], [0.003, 0.006, 0.008], [-0.003, -0.001, -0.007], [0.012, 0.000, -0.004], [-0.010, -0.011, 0.010], [0.000, -0.001, -0.003], [0.003, -0.003, 0.001], [0.000, 0.000, 0.001], [0.000, -0.001, 0.014], [0.004, -0.016, -0.018], [-0.001, 0.010, 0.007], [-0.008, -0.004, 0.000], [0.006, -0.008, -0.001], [-0.001, 0.010, -0.001], [-0.006, 0.013, 0.002], [0.000, 0.000, 0.001], [-0.002, 0.000, 0.002], [-0.001, 0.000, 0.002], [-0.003, -0.004, 0.007]], "nbo_charge": [1.5510, -0.5602, 0.8507, -0.5717, 0.0650, -0.1336, -0.1024, -0.1383, 0.1416, -0.4373, 0.7493, -0.4082, -0.6098, 0.5598, 0.2782, 0.2725, 0.2878, -0.4684, 1.4788, -0.5310, -0.4768, -0.4642, -0.0202, 1.6105, -0.5111, -0.2307, -0.1990, -0.1658, -0.2032, -0.1161, -0.5073, -0.1375, -0.2788, -0.2007, -0.2037, -0.1967, -0.5226, -0.1369, -0.2067, -0.1625, -0.1924, -0.1960, 0.1911, 0.2225, 0.2401, 0.2419, 0.2234, 0.2211, 0.2499, 0.2487, 0.2440, 0.2332, 0.2126, 0.2382, 0.2395, 0.2361, 0.2020], "charge": 2, "e_lumo_ev": -8.52, "e_homo_ev": -14.4}

***

[2]
{"formula": "C6H8O2", "method": "ωB97M-V/def2-TZVPD", "symbols": ["C", "C", "O", "C", "C", "C", "O", "C", "H", "H", "H", "H", "H", "H", "H", "H"], "xyz": [[-1.7403, -1.8004, 0.5558], [-0.9609, -0.7507, 0.4450], [-1.2423, 0.3052, -0.4118], [-0.2423, 1.4236, -0.5448], [1.2274, 0.9941, -0.7114], [1.2515, -0.4417, -0.2496], [1.7384, -1.0934, 0.8876], [0.4210, -0.3932, 0.9129], [-2.7380, -1.6152, 0.1342], [-1.6551, -2.7053, 1.1802], [-0.3251, 1.9936, 0.4206], [-0.5930, 1.9752, -1.3588], [1.8057, 1.6505, -0.1188], [1.6383, 1.1360, -1.7226], [0.9166, -1.0918, -1.0259], [0.4981, 0.4136, 1.6076]], "atomic_forces_ev_per_a": [[-1.980, -0.223, 0.363], [2.002, 0.411, 0.550], [0.163, 0.668, -0.356], [-0.519, -1.259, 2.326], [1.015, -0.070, -1.465], [-0.076, 1.830, -0.653], [-0.891, 0.140, 0.283], [-0.077, -2.926, 1.070], [0.407, -0.553, -0.248], [0.519, 0.946, -0.329], [-0.037, -0.191, -1.127], [-0.699, 0.865, -1.108], [0.741, 0.611, 0.970], [-0.457, -0.149, 0.042], [-0.088, -0.705, -0.379], [-0.022, 0.604, 0.061]], "nbo_charge": [-0.5079, 0.2967, -0.5225, -0.0599, -0.4574, 0.0609, -0.4363, -0.0181, 0.2124, 0.2298, 0.1784, 0.2054, 0.2256, 0.2103, 0.1839, 0.1987], "charge": 0, "e_lumo_ev": 0.96, "smiles": "C=C1OCC[C@H]2O[C@H]12", "e_homo_ev": -8.9}

***

[3]
{"formula": "C6H14N3Sn", "method": "ωB97M-V/def2-TZVPD", "symbols": ["C", "Sn", "N", "H", "H", "H", "H", "H", "H", "H", "H", "N", "C", "C", "C", "N", "C", "C", "H", "H", "H", "H", "H", "H"], "xyz": [[-1.3906, -2.1119, -0.0858], [0.6411, -0.5395, 0.0365], [-0.9159, 0.5920, -1.5584], [1.6906, -1.0850, 1.2539], [-1.1007, -1.1440, 0.5755], [-1.5183, -2.9369, 0.6257], [-0.6422, -2.4241, -0.8385], [-2.3294, -1.8837, -0.6089], [-0.2890, 1.0916, -2.1896], [-1.4334, 1.2771, -1.0025], [-1.5670, 0.0265, -2.1035], [3.3405, 4.6430, 1.7296], [2.4862, 3.6843, 1.2961], [2.5699, 3.1856, -0.0246], [1.7434, 2.1575, -0.4349], [0.8103, 1.5994, 0.4153], [0.6902, 2.0986, 1.6891], [1.4815, 3.1440, 2.1342], [4.0746, 4.9867, 1.1263], [3.3215, 4.9956, 2.6764], [3.3214, 3.5868, -0.7048], [1.8597, 1.7112, -1.4285], [-0.0418, 1.5989, 2.3308], [1.3577, 3.5207, 3.1485]], "atomic_forces_ev_per_a": [[-1.308, -0.976, 0.253], [3.062, 0.814, -1.329], [-1.428, 0.896, -0.763], [0.799, -0.401, 1.806], [-0.958, -1.625, -0.753], [-0.226, 0.052, -0.034], [-0.461, 0.401, 0.564], [-0.037, -0.087, 0.137], [-0.190, -0.148, 0.199], [0.118, -0.115, -0.308], [0.154, 0.212, 0.032], [1.635, 2.048, 0.892], [-0.905, -1.321, -1.419], [-0.249, -0.380, 0.258], [0.929, 1.120, -0.148], [-0.460, -0.451, 0.172], [0.907, 1.155, 0.253], [-0.958, -1.029, 0.197], [-0.310, -0.177, 0.314], [-0.017, -0.238, -0.433], [-0.117, -0.063, 0.015], [-0.175, 0.151, 0.393], [0.228, 0.229, -0.217], [-0.033, -0.066, -0.085]], "nbo_charge": [-0.9634, 0.2424, -1.0861, -0.3520, 0.1566, 0.2050, 0.2448, 0.1963, 0.3810, 0.3810, 0.3614, -0.8388, 0.0260, -0.2870, -0.0886, -0.7349, 0.0073, -0.3330, 0.3706, 0.3706, 0.1822, 0.1872, 0.1875, 0.1839], "charge": -1, "e_lumo_ev": [3.69, 3.55], "e_homo_ev": [-0.7, -0.2]}

***

[4]
{"formula": "C25H55NO2Si2Tl", "method": "ωB97M-V/def2-TZVPD", "symbols": ["O", "O", "C", "C", "H", "H", "H", "H", "H", "C", "C", "H", "H", "H", "H", "H", "C", "C", "C", "H", "H", "H", "H", "H", "C", "H", "H", "H", "H", "H", "H", "Tl", "C", "Si", "H", "H", "C", "C", "C", "C", "Si", "H", "H", "C", "C", "C", "H", "H", "H", "H", "H", "H", "H", "H", "H", "H", "H", "H", "H", "H", "H", "H", "H", "H", "C", "N", "C", "C", "C", "C", "C", "C", "C", "C", "H", "H", "H", "H", "H", "H", "H", "H", "H", "H", "H", "H"], "xyz": [[-1.2492, -1.8917, -3.4275], [-2.2983, -0.2794, -4.7318], [-0.2102, -2.9839, -3.3504], [0.7866, -2.9629, -2.1911], [0.3496, -2.9846, -4.2722], [-0.7806, -3.9135, -3.2447], [1.2078, -1.9652, -1.9381], [1.6193, -3.6237, -2.4703], [0.3721, -3.3938, -1.2778], [-2.1411, -2.0398, -2.2267], [-3.2602, -2.9890, -2.5554], [-2.5210, -1.0240, -2.0163], [-1.5214, -2.3493, -1.3850], [-3.7953, -2.7051, -3.4811], [-3.9584, -2.9579, -1.7142], [-2.8306, -3.9931, -2.6634], [-3.6098, 0.4876, -4.8273], [-2.1157, -1.0568, -5.9358], [-4.2894, 0.5942, -3.4978], [-4.1874, -0.0416, -5.5776], [-3.3552, 1.4679, -5.2117], [-4.6349, -0.3895, -3.1907], [-5.1842, 1.2302, -3.5674], [-3.6789, 1.0608, -2.7228], [-2.9756, -2.2771, -6.0877], [-1.0572, -1.3512, -5.8986], [-2.2462, -0.3171, -6.6939], [-2.7845, -3.0162, -5.3065], [-2.6894, -2.6502, -7.0696], [-4.0235, -1.9970, -6.1660], [-1.9559, -1.0320, -3.9758], [0.3312, 2.3793, -1.3614], [-0.3354, 1.1338, -2.7773], [0.4889, 1.4576, -4.4751], [-1.4668, 1.2660, -2.6214], [-0.1659, 0.0960, -2.3052], [1.4448, 0.0182, -5.2031], [1.7827, 2.7503, -4.0376], [-0.5816, 2.3056, -5.7495], [1.9560, 0.6313, -0.9015], [3.5459, 1.3037, -0.1860], [2.0951, 0.0529, -1.8278], [1.3744, 0.0112, -0.1912], [4.4871, 2.2863, -1.4851], [4.6720, -0.0890, 0.4050], [3.1695, 2.4538, 1.2607], [0.0687, 2.8922, -6.4177], [-1.2934, 3.0035, -5.2908], [-1.1348, 1.6056, -6.3867], [2.4637, -0.0138, -4.7886], [1.5501, 0.1557, -6.2904], [0.9717, -0.9573, -5.0375], [2.6169, 2.3573, -3.4503], [1.3892, 3.6284, -3.5125], [2.2284, 3.1532, -4.9471], [4.7765, -0.8607, -0.3713], [4.2850, -0.5792, 1.3105], [5.6762, 0.3040, 0.6281], [3.1175, 1.9138, 2.2166], [2.2226, 2.9918, 1.1187], [3.9698, 3.2049, 1.3398], [5.3985, 2.6718, -1.0035], [3.9248, 3.1418, -1.8867], [4.7921, 1.6468, -2.3257], [1.2191, -0.7834, 2.3909], [0.1013, -0.3348, 1.5717], [-0.9262, -1.3749, 1.4813], [-0.3577, 0.9829, 2.0177], [-1.5988, 1.4006, 1.2689], [-2.8449, 1.1502, 1.8890], [-4.0497, 1.4397, 1.2350], [-4.0356, 2.0307, -0.0302], [-2.7810, 2.3240, -0.6357], [-1.5902, 1.9806, 0.0104], [2.0627, -0.0798, 2.3108], [1.5357, -1.7718, 2.0285], [0.9164, -0.8658, 3.4558], [-1.4847, -1.4882, 2.4332], [-1.6509, -1.1839, 0.6694], [-0.3883, -2.3088, 1.2595], [-0.5512, 0.9753, 3.1185], [0.4676, 1.6928, 1.8379], [-2.8588, 0.7084, 2.8901], [-5.0130, 1.2179, 1.7176], [-4.9837, 2.2731, -0.5483], [-2.7984, 2.8522, -1.6017]], "atomic_forces_ev_per_a": [[0.653, -1.839, 2.953], [-1.636, 0.186, 0.016], [-0.369, -0.042, 0.100], [0.075, 0.761, 0.340], [-0.264, 0.230, -0.465], [0.081, 0.166, -0.455], [-0.310, -0.563, -0.348], [-0.200, 0.228, -0.075], [-0.071, 0.139, -0.028], [0.242, 0.882, -0.687], [0.085, -0.137, 0.088], [0.272, -0.322, -0.030], [-0.160, 0.030, -0.100], [0.252, -0.123, 0.575], [-0.043, -0.288, -0.160], [-0.526, 0.076, -0.012], [0.666, -0.060, 0.437], [1.353, -0.130, 0.042], [-0.455, -0.044, 0.183], [-0.193, 0.012, 0.143], [0.397, 0.031, -0.130], [-0.001, -0.066, 0.322], [0.226, -0.183, -0.284], [0.139, -0.254, -0.139], [-0.017, 0.460, -0.347], [-0.274, 0.203, -0.193], [-0.046, 0.109, -0.974], [-0.135, 0.080, -0.316], [-0.080, -0.455, 0.029], [-0.178, -0.316, 0.207], [0.286, 0.919, -0.819], [1.123, -1.025, 4.419], [-3.291, -2.883, -3.248], [-0.026, 0.282, 1.242], [1.340, -0.300, -1.130], [0.180, 1.693, -0.625], [0.063, -0.204, -0.294], [0.493, 0.113, -0.398], [-0.209, -0.002, -0.367], [0.615, 0.730, 0.597], [-0.244, -0.225, -0.080], [-0.095, 0.528, -0.039], [0.001, 0.554, -0.262], [0.118, 0.011, 0.056], [0.162, 0.007, 0.032], [0.147, 0.061, 0.067], [-0.190, -0.160, 0.193], [0.097, -0.107, -0.068], [0.007, 0.155, 0.103], [-0.321, -0.051, -0.022], [-0.005, -0.063, 0.240], [0.131, 0.162, -0.007], [-0.182, -0.082, 0.036], [-0.155, 0.028, 0.012], [0.116, 0.069, -0.166], [0.017, 0.177, 0.153], [0.100, 0.137, -0.217], [-0.232, -0.182, 0.001], [0.006, 0.186, -0.196], [0.189, -0.055, 0.042], [-0.201, -0.172, 0.089], [-0.157, -0.030, -0.243], [0.161, -0.190, 0.161], [-0.032, 0.165, 0.146], [-0.170, -0.062, 0.014], [-0.059, -0.179, -0.204], [0.230, 0.182, 0.166], [0.137, -0.111, 0.016], [-0.866, -0.062, 0.858], [0.044, 0.058, -0.529], [-0.079, -0.008, 0.066], [0.622, 0.067, -0.395], [-1.164, -0.191, 0.570], [0.681, 1.451, -0.808], [-0.322, -0.236, 0.038], [0.094, 0.295, 0.209], [0.251, -0.048, -0.213], [0.084, -0.161, -0.285], [0.323, 0.102, 0.401], [-0.352, 0.135, 0.106], [-0.045, 0.046, -0.474], [-0.284, -0.196, 0.060], [-0.030, 0.146, -0.342], [0.555, 0.130, -0.187], [0.685, -0.102, 0.393], [0.171, -0.273, 0.439]], "mulliken_charge": [-0.1424, 0.5264, -0.6244, -1.3251, 0.6381, 0.4459, 0.2223, 0.4346, 0.3850, -0.0594, -1.6455, 0.0544, 0.4757, 0.2315, 0.4554, 0.3576, -0.3579, -0.5876, -0.9565, 0.5143, 0.2741, 0.1944, 0.5473, -0.1292, -1.3865, 0.2054, 0.6624, 0.2535, 0.5078, 0.3761, 0.1008, 0.5882, 3.0515, 0.4631, -1.3397, -1.1392, -0.8225, -1.2212, -1.1385, -0.1463, -0.0187, 0.1057, -0.0672, -1.1371, -1.0755, -0.9251, 0.4162, 0.3419, 0.1489, 0.4322, 0.3927, -0.0256, -0.0577, 0.3397, 0.5306, 0.3089, 0.3050, 0.3271, 0.3206, 0.1717, 0.4663, 0.3604, 0.3239, 0.3072, -0.9651, 0.5870, -0.8483, -0.5307, 0.2104, -0.5139, -0.7961, -0.5262, -0.5833, -0.0066, -0.0035, 0.3368, 0.3985, 0.2973, -0.0150, 0.3807, 0.4971, -0.0482, 0.3814, 0.3870, 0.4242, 0.7007], "charge": 1, "e_lumo_ev": [-3.69, -3.69], "e_homo_ev": [-9.9, -9.9]}